Computed, not measured: 8 unconnected molecules or ions with the total composition C23H59N3O16 at a distorted geometry, with ωB97M-V/def2-TZVPD.

Bonds (Å) are listed after each position.
Element x y z (Å)
1 O 7.96179 -0.95194 -2.60165  C21 1.424, C37 1.411
2 O -0.64007 1.89114 -0.40834  C31 1.414, C34 1.410
3 O -0.26494 -1.96814 -6.35208  N17 1.215
4 O 4.56942 -4.34828 -2.61441  N18 1.213
5 O -8.90363 2.02940 3.58990  C26 1.387, C38 1.413
6 O 3.78945 0.77344 1.00897  N19 1.216
7 O 3.48934 -4.74433 -4.42709  N18 1.208
8 O -6.24728 2.66621 3.10456  C20 1.416, C25 1.412
9 O 6.93832 1.43091 -4.54118  C28 1.411, C33 1.419
10 O 1.37604 -1.23682 -5.15899  N17 1.215
11 O -1.40363 -0.47306 8.00547  C32 1.411, C35 1.410
12 O -0.87932 -3.61559 -3.55765  C23 1.397, C41 1.419
13 O 5.62561 1.43367 0.13114  N19 1.213
14 O -2.10917 -3.52136 -0.92288  C22 1.417, C36 1.428
15 O 1.45688 1.78153 -2.59106  C40 1.406, C42 1.413
16 O -1.55895 1.45020 6.01355  C27 1.449, C39 1.397
17 N 0.24217 -1.17008 -5.58989  O3 1.215, O10 1.215, C30 1.483
18 N 3.63073 -4.18633 -3.36487  O4 1.213, O7 1.208, C24 1.501
19 N 4.77479 1.48526 0.99404  O6 1.216, O13 1.213, C29 1.482
20 C -4.95857 3.10765 2.71782  O8 1.416, H64 1.093, H72 1.098, H93 1.089
21 C 6.90266 -0.00906 -2.47518  O1 1.424, C33 1.540, H46 1.091, H78 1.094
22 C -2.07412 -2.16676 -0.50831  O14 1.417, H54 1.092, H86 1.090, H89 1.093
23 C -2.19404 -3.21594 -3.30599  O12 1.397, C36 1.524, H56 1.092, H92 1.101
24 C 2.50301 -3.30608 -2.90974  N18 1.501, H44 1.083, H65 1.087, H84 1.084
25 C -7.16048 3.71772 3.33787  O8 1.412, C26 1.537, H83 1.095, H95 1.098
26 C -8.31012 3.13679 4.17701  O5 1.387, C25 1.537, H50 1.089, H96 1.101
27 C -2.17619 0.15244 5.82792  O16 1.449, C32 1.509, H66 1.097, H76 1.095
28 C 8.19577 0.93837 -4.94833  O9 1.411, H60 1.094, H79 1.094, H82 1.090
29 C 4.96908 2.40618 2.13817  N19 1.482, H61 1.085, H94 1.097, H98 1.083
30 C -0.55770 0.02575 -5.22961  N17 1.483, H55 1.086, H74 1.084, H77 1.087
31 C 0.75018 2.00463 -0.17774  O2 1.414, C40 1.523, H48 1.100, H90 1.097
32 C -2.54318 -0.42145 7.17489  O11 1.411, C27 1.509, H58 1.099, H87 1.095
33 C 6.23754 0.45710 -3.78375  O9 1.419, C21 1.540, H51 1.095, H70 1.089
34 C -1.39970 1.31106 0.62762  O2 1.410, H45 1.090, H69 1.092, H100 1.093
35 C -1.67163 -1.12231 9.22843  O11 1.410, H75 1.090, H88 1.098, H99 1.090
36 C -2.87514 -3.82779 -2.08805  O14 1.428, C23 1.524, H63 1.097, H80 1.089
37 C 7.52736 -2.20352 -3.08710  O1 1.411, H53 1.092, H97 1.089, H101 1.098
38 C -9.51308 2.24358 2.33296  O5 1.413, H47 1.086, H49 1.093, H59 1.096
39 C -1.49247 2.15228 4.80721  O16 1.397, H57 1.087, H68 1.099, H91 1.103
40 C 1.45907 2.54681 -1.41190  O15 1.406, C31 1.523, H52 1.092, H62 1.098
41 C -0.77512 -4.99715 -3.86509  O12 1.419, H73 1.091, H81 1.091, H85 1.094
42 C 2.20743 0.59516 -2.42849  O15 1.413, H43 1.094, H67 1.099, H71 1.090
43 H 3.17013 0.69196 -1.91851  C42 1.094
44 H 1.61034 -3.82059 -3.24286  C24 1.083
45 H -2.44673 1.55023 0.43932  C34 1.090
46 H 7.38882 0.84350 -1.99835  C21 1.091
47 H -10.05480 1.34348 2.05761  C38 1.086
48 H 0.82590 2.69563 0.67496  C31 1.100
49 H -8.77126 2.45405 1.55903  C38 1.093
50 H -7.92570 2.86646 5.15990  C26 1.089
51 H 6.09447 -0.40277 -4.44626  C33 1.095
52 H 1.04612 3.53216 -1.63677  C40 1.092
53 H 8.27368 -2.96552 -2.85219  C37 1.092
54 H -1.04346 -1.97840 -0.20032  C22 1.092
55 H 0.11029 0.88192 -5.21339  C30 1.086
56 H -2.25783 -2.13953 -3.13189  C23 1.092
57 H -0.77651 2.96868 4.86442  C39 1.087
58 H -3.19762 0.31749 7.65722  C32 1.099
59 H -10.20015 3.09093 2.43655  C38 1.096
60 H 8.81415 0.59898 -4.11253  C28 1.094
61 H 4.49365 1.97036 3.01078  C29 1.085
62 H 2.47718 2.83664 -1.12173  C40 1.098
63 H -3.89288 -3.43772 -1.96356  C36 1.097
64 H -4.42689 3.60015 3.53557  C20 1.093
65 H 2.76893 -2.39528 -3.44002  C24 1.087
66 H -1.30762 -0.30174 5.33465  C27 1.097
67 H 1.55412 -0.10533 -1.88876  C42 1.099
68 H -2.50401 2.46776 4.51687  C39 1.099
69 H -1.37973 0.21968 0.64459  C34 1.092
70 H 5.28535 0.86506 -3.44672  C33 1.089
71 H 2.37607 0.12089 -3.39516  C42 1.090
72 H -5.17158 3.76263 1.86219  C20 1.098
73 H -0.59140 -5.28035 -4.90243  C41 1.091
74 H -1.30899 0.17284 -5.99735  C30 1.084
75 H -1.10262 -0.66265 10.03704  C35 1.090
76 H -3.07512 0.12390 5.20344  C27 1.095
77 H -0.98951 -0.17663 -4.25277  C30 1.087
78 H 6.15565 -0.42408 -1.79233  C21 1.094
79 H 8.09013 0.08206 -5.62141  C28 1.094
80 H -2.99726 -4.90970 -2.08416  C36 1.089
81 H -0.07547 -5.47719 -3.17886  C41 1.091
82 H 8.84868 1.68697 -5.39725  C28 1.090
83 H -6.63671 4.57102 3.78201  C25 1.095
84 H 2.52399 -3.26050 -1.82714  C24 1.084
85 H -1.72394 -5.49230 -3.63716  C41 1.094
86 H -2.31899 -1.40847 -1.25269  C22 1.090
87 H -3.01153 -1.39582 7.00208  C32 1.095
88 H -2.70168 -0.94455 9.56424  C35 1.098
89 H -2.70090 -2.08883 0.38351  C22 1.093
90 H 1.16925 1.06805 0.20895  C31 1.097
91 H -1.19771 1.54583 3.93450  C39 1.103
92 H -2.87258 -3.32867 -4.16568  C23 1.101
93 H -4.34327 2.29960 2.32454  C20 1.089
94 H 4.32462 3.27209 1.94289  C29 1.097
95 H -7.55134 4.11393 2.39112  C25 1.098
96 H -9.03216 3.94778 4.36101  C26 1.101
97 H 7.26928 -2.25878 -4.14326  C37 1.089
98 H 5.94540 2.86600 2.23123  C29 1.083
99 H -1.50467 -2.19833 9.17253  C35 1.090
100 H -1.12236 1.76938 1.57997  C34 1.093
101 H 6.70070 -2.59560 -2.47939  C37 1.098

Computed properties:
SMILES ... C[N+](=O)[O-].C[N+](=O)[O-].C[N+](=O)[O-].COCCOC.COCCOC.COCCOC.COCCOC.COCCOC
Gap between HOMO and LUMO ... 8.844 eV
E_HOMO ... -8.94 eV
Calculated total energy ... -2279.2500 Eh
Energy above the lowest of the compared OMol25 structures with the same formula, charge and spin ... 0.000 eV



Computed, not measured: C4H8N2O in the gas phase, with ωB97M-V/def2-TZVPD.

Bonds (Å) are listed after each position.
Element x y z (Å)
1 O 0.30386 -1.06978 0.29090  C6 1.399, C7 1.338
2 N -1.95638 -1.56249 0.10922  C6 1.258, H10 1.021
3 N -0.91355 1.48465 -0.03238  C4 1.466, H9 1.015, H15 1.018
4 C -1.10037 0.41753 -1.01997  N3 1.466, C6 1.503, H11 1.094, H14 1.095
5 C 2.33720 -0.18713 0.70315  C7 1.488, H8 1.095, H12 1.090, H13 1.103
6 C -0.97220 -0.86333 -0.24438  O1 1.399, N2 1.258, C4 1.503
7 C 1.32132 -0.47765 -0.34414  O1 1.338, C5 1.488
8 H 2.56728 -1.00561 1.39375  C5 1.095
9 H -0.92045 2.39045 -0.48991  N3 1.015
10 H -1.66743 -2.31994 0.72916  N2 1.021
11 H -0.28076 0.47356 -1.74182  C4 1.094
12 H 3.24012 0.25402 0.28144  C5 1.090
13 H 1.79891 0.58364 1.27975  C5 1.103
14 H -2.06552 0.41702 -1.53764  C4 1.095
15 H -1.69204 1.46505 0.62289  N3 1.018

Computed properties:
Gap between HOMO and LUMO ... 9.140 eV
E_HOMO ... -8.56 eV
Calculated total energy ... -341.8483 Eh
Energy above the lowest of the compared OMol25 structures with the same formula, charge and spin ... 4.228 eV



Computed, not measured: C2H2N6 in the gas phase at a distorted geometry, with ωB97M-V/def2-TZVPD.

Bonds (Å) are listed after each position.
Element x y z (Å)
1 N 0.23679 -1.34097 -0.68479  N4 1.270, C7 1.554
2 N -0.33252 1.59548 -0.43408  N3 1.214, N6 1.525
3 N -1.12245 0.71608 -0.70963  N2 1.214, C7 1.393
4 N 1.42690 -1.03470 -0.36372  N1 1.270, C8 1.447
5 N -1.63042 -0.69334 0.91037  C7 1.235, H10 1.081
6 N 0.75431 1.22699 0.57013  N2 1.525, C8 1.366
7 C -0.96313 -0.53351 -0.11599  N1 1.554, N3 1.393, N5 1.235
8 C 1.60342 0.16707 0.42323  N4 1.447, N6 1.366, H9 1.239
9 H 2.29268 0.32589 1.44070  C8 1.239
10 H -1.46275 -1.41404 1.69780  N5 1.081

Computed properties:
SMILES ... [H]/N=c1\nncnnn1
Gap between HOMO and LUMO ... 8.062 eV
E_HOMO ... -9.61 eV
Calculated total energy ... -405.7144 Eh
Energy above the lowest of the compared OMol25 structures with the same formula, charge and spin ... 3.853 eV



Computed, not measured: a gas-phase ion, C10H13N3O (charge +2) at a distorted geometry, with ωB97M-V/def2-TZVPD.

Bonds (Å) are listed after each position.
Element x y z (Å)
1 O 1.38045 1.04823 1.97291  N4 1.359, H25 0.941
2 N 0.74338 -0.40410 0.32166  N4 1.323, C5 1.440, C7 1.328
3 N -0.42759 1.78529 -0.65669  C8 1.346, C11 1.340
4 N 1.17117 0.80290 0.65289  O1 1.359, N2 1.323
5 C 1.11816 -1.48120 1.20153  N2 1.440, C6 1.510, C9 1.359
6 C 2.59850 -1.75239 1.07957  C5 1.510, H16 1.113, H18 1.075, H23 1.091
7 C -0.11906 -0.58233 -0.67200  N2 1.328, C8 1.463, H21 1.082
8 C -0.68711 0.62129 -1.28040  N3 1.346, C7 1.463, C10 1.410
9 C 0.24390 -2.29199 1.85305  C5 1.359, C12 1.495, H27 1.154
10 C -1.34155 0.67989 -2.52820  C8 1.410, C13 1.409, H22 1.053
11 C -0.71297 3.01721 -1.10093  N3 1.340, C14 1.399, H17 1.023
12 C -1.23008 -2.07032 1.96284  C9 1.495, H15 1.168, H19 1.167, H20 1.100
13 C -1.65369 1.96621 -3.01132  C10 1.409, C14 1.349, H26 1.025
14 C -1.36102 3.09872 -2.33856  C11 1.399, C13 1.349, H24 1.069
15 H -1.74589 -1.82350 0.94472  C12 1.168
16 H 3.09220 -2.55754 1.66805  C6 1.113
17 H -0.80132 3.84225 -0.50235  C11 1.023
18 H 2.77756 -1.63921 0.02592  C6 1.075
19 H -1.38828 -1.28016 2.80653  C12 1.167
20 H -1.78417 -2.96905 2.26991  C12 1.100
21 H -0.01464 -1.54758 -1.15069  C7 1.082
22 H -1.65683 -0.20937 -2.99666  C10 1.053
23 H 3.22571 -0.95889 1.48770  C6 1.091
24 H -1.73719 4.03001 -2.70586  C14 1.069
25 H 1.65940 1.92987 2.14594  O1 0.941
26 H -2.11199 1.86207 -3.92211  C13 1.025
27 H 0.76297 -3.11630 2.47256  C9 1.154

Computed properties:
Gap between HOMO and LUMO (alpha / beta) ... 5.793 / 5.766 eV
E_HOMO (alpha / beta) ... -16.98 / -16.98 eV
Net charge ... +2
Calculated total energy ... -627.4699 Eh
Energy above the lowest of the compared OMol25 structures with the same formula, charge and spin ... 2.728 eV



Computed, not measured: 4 unconnected molecules or ions with the total composition C15H18F9O9, with ωB97M-V/def2-TZVPD.

Bonds (Å) are listed after each position.
Element x y z (Å)
1 F 0.18852 -2.28519 -5.11763  C20 1.332
2 F 3.00266 3.75740 1.52421  C19 1.333
3 F -5.85946 -1.90077 1.37789  C22 1.341
4 F 4.86472 4.69940 2.09400  C19 1.343
5 F 0.65790 -4.21806 -4.28094  C20 1.342
6 F 4.79464 3.41451 0.36775  C19 1.326
7 F -4.87276 -3.66174 0.60554  C22 1.341
8 F 1.03736 -2.42246 -3.14060  C20 1.332
9 F -5.93060 -3.74672 2.48343  C22 1.333
10 O -3.71664 -2.68765 3.64839  C21 1.197
11 O -3.00330 -2.08730 1.59877  C21 1.313, C28 1.460
12 O 0.71960 0.10987 0.37937  C30 1.248
13 O -1.25861 -4.00691 -2.45383  C24 1.324, C31 1.440
14 O 1.15914 -0.12014 2.56667  C30 1.252
15 O -2.12257 -2.35147 -3.70681  C24 1.194
16 O 4.29633 5.76653 -0.88480  C25 1.195
17 O 2.86633 6.29074 0.76882  C25 1.328, C29 1.436
18 O 4.74589 -0.36582 1.50468  C33 1.210
19 C 4.11080 4.32423 1.04752  F2 1.333, F4 1.343, F6 1.326, C25 1.535
20 C 0.18760 -2.99536 -3.99095  F1 1.332, F5 1.342, F8 1.332, C24 1.536
21 C -3.85936 -2.57821 2.46512  O10 1.197, O11 1.313, C22 1.535
22 C -5.14471 -2.97971 1.72812  F3 1.341, F7 1.341, F9 1.333, C21 1.535
23 C -3.48801 -4.97703 -2.59626  C31 1.514, H38 1.091, H42 1.090, H50 1.090
24 C -1.22183 -3.06670 -3.38552  O13 1.324, O15 1.194, C20 1.536
25 C 3.77837 5.53655 0.16678  O16 1.195, O17 1.328, C19 1.535
26 C -0.77894 -2.77376 2.35349  C28 1.507, H35 1.093, H46 1.089, H47 1.093
27 C 1.47294 7.17879 -1.02008  C29 1.514, H41 1.089, H43 1.090, H48 1.090
28 C -1.72354 -1.62171 2.12433  O11 1.460, C26 1.507, H40 1.088, H49 1.089
29 C 2.47820 7.48360 0.07026  O17 1.436, C27 1.514, H44 1.088, H45 1.090
30 C 1.42152 0.25510 1.40144  O12 1.248, O14 1.252, C32 1.563
31 C -2.51445 -4.16662 -1.76729  O13 1.440, C23 1.514, H36 1.089, H37 1.088
32 C 2.79823 0.97385 1.22963  C30 1.563, C33 1.497, H39 1.079, H51 1.083
33 C 3.76774 -0.09929 0.84391  O18 1.210, C32 1.497, H34 1.106
34 H 3.48569 -0.65382 -0.07082  C33 1.106
35 H -1.14809 -3.45864 3.12091  C26 1.093
36 H -2.92500 -3.19476 -1.49843  C31 1.089
37 H -2.28639 -4.68991 -0.84152  C31 1.088
38 H -3.04679 -5.93568 -2.87395  C23 1.091
39 H 3.09700 1.45763 2.14625  C32 1.079
40 H -1.87897 -1.03953 3.03002  C28 1.088
41 H 1.90911 6.54229 -1.78891  C27 1.089
42 H -4.40458 -5.15684 -2.03531  C23 1.090
43 H 0.61423 6.64813 -0.60822  C27 1.090
44 H 2.03221 8.13408 0.82023  C29 1.088
45 H 3.35809 7.99186 -0.32378  C29 1.090
46 H 0.18952 -2.38543 2.66475  C26 1.089
47 H -0.65411 -3.35363 1.43598  C26 1.093
48 H 1.12891 8.10078 -1.48869  C27 1.090
49 H -1.30878 -0.95187 1.37225  C28 1.089
50 H -3.74362 -4.45824 -3.52009  C23 1.090
51 H 2.72787 1.72561 0.45391  C32 1.083

Computed properties:
Gap between HOMO and LUMO ... 7.435 eV
E_HOMO ... -5.04 eV
Net charge ... -1
Calculated total energy ... -2158.4685 Eh



Q: Look up the calculated total energy of the fourth one.
A: -627.4699 Eh